1.
Density functional theory data (ωB97M-V with the def2-TZVPD basis set) for a structure of composition C17H20AlF5O at a distorted geometry.

The value obtained for the max |F| is 2.2 eV Å⁻¹. As for the charge: -2. The value obtained for the total energy is -1476.681318 Ha. For the orbital gap, the calculation gives 0.09736 Eh. The lowest unoccupied orbital energy is 5.20 eV. For the molar mass, the calculation gives 362.32 Da.

Last column: natural (NBO) charge in e.
CARTESIAN COORDINATES (ANGSTROEM)
Al (-0.384, 0.528, 0.987)  1.849
C (-2.317, -0.318, 1.198)  -0.587
C (-2.326, 0.628, 0.066)  -0.490
C (-2.340, -0.158, -1.136)  -0.245
H (-2.636, 1.680, 0.135)  0.249
C (-2.355, -1.529, -0.779)  -0.312
C (-2.385, -1.641, 0.622)  -0.226
H (-2.485, -2.567, 1.193)  0.202
H (-2.612, -0.064, 2.218)  0.245
H (-2.440, 0.240, -2.149)  0.212
H (-2.452, -2.354, -1.483)  0.200
C (0.769, -0.615, 2.386)  -0.577
C (0.119, -1.881, 2.642)  -0.291
C (0.347, -2.734, 1.547)  -0.299
H (-0.401, -2.142, 3.564)  0.190
C (1.172, -2.066, 0.606)  -0.270
C (1.428, -0.741, 1.080)  -0.408
H (2.242, -0.105, 0.726)  0.263
H (1.053, 0.104, 3.160)  0.252
H (-0.006, -3.760, 1.446)  0.187
H (1.616, -2.511, -0.282)  0.216
O (0.457, 1.338, -0.294)  -1.026
C (1.661, -0.159, -2.816)  -0.395
C (1.124, 1.217, -2.825)  -0.455
C (0.787, -1.312, -3.081)  -0.606
C (3.026, -0.394, -2.302)  -0.612
C (0.413, 1.918, -1.579)  -0.073
H (0.382, 1.282, -3.640)  0.152
H (1.932, 1.910, -3.127)  0.142
H (0.923, 2.884, -1.429)  0.128
H (-0.645, 2.079, -1.860)  0.120
H (1.219, -1.967, -3.867)  0.118
H (-0.204, -0.969, -3.405)  0.182
H (0.607, -1.924, -2.175)  0.158
H (3.784, -0.361, -3.112)  0.109
H (3.127, -1.367, -1.790)  0.166
H (3.275, 0.391, -1.569)  0.183
F (-0.745, 3.291, 1.341)  -0.353
C (-0.392, 2.243, 2.169)  0.157
F (0.963, 2.363, 2.469)  -0.362
C (-1.154, 2.363, 3.473)  0.909
F (-0.851, 3.530, 4.084)  -0.342
F (-2.497, 2.310, 3.279)  -0.329
F (-0.804, 1.342, 4.309)  -0.330

=====

2.
Density functional theory data (ωB97M-V with the def2-TZVPD basis set) for a structure of composition C10H19CeClIN3O2P at a distorted geometry.

The value obtained for the max |F| is 3.9 eV Å⁻¹. Its expectation value of S² is 0.7510. As for the charge: +2. Its multiplicity is 2. The value obtained for the total energy is -2281.091531 Ha. For the orbital gap (alpha / beta), the calculation gives 0.26865 / 0.27137 Eh. The value obtained for the energy relative to the best compared isomer or geometry (same formula, charge and spin) is 0.0990 eV. The lowest unoccupied orbital energy (alpha / beta) is -7.66 / -7.59 eV. For the molar mass, the calculation gives 546.73 Da.

Last column: Mulliken charge in e.
CARTESIAN COORDINATES (ANGSTROEM)
C (1.981, -1.294, -0.904)  -0.217
I (2.658, 1.313, 0.297)  0.009
H (1.201, -0.576, -1.103)  -0.281
H (1.537, -1.979, -0.171)  0.438
H (2.250, -1.846, -1.805)  0.404
Ce (-2.248, 0.613, 0.980)  1.638
P (-0.537, 0.366, -2.503)  0.404
C (1.047, 0.736, -3.396)  -1.208
C (-1.025, -1.041, -3.578)  -1.153
H (-2.532, 1.627, -2.934)  0.381
H (-1.460, 1.669, -4.379)  0.394
H (-1.092, 2.675, -2.944)  0.375
C (-1.500, 1.712, -3.286)  -1.189
H (-1.960, -1.486, -3.232)  0.328
H (-1.150, -0.704, -4.613)  0.392
H (0.817, 0.768, -4.481)  0.391
H (1.797, -0.046, -3.195)  0.346
H (-0.262, -1.826, -3.559)  0.361
H (1.467, 1.698, -3.081)  0.362
C (3.175, -0.683, -0.235)  0.203
O (4.148, -1.354, 0.058)  -0.439
Cl (-3.970, -0.860, -0.275)  -0.306
C (-2.197, 1.084, 5.883)  -0.823
N (-1.195, 0.360, 5.070)  0.055
C (-0.094, -0.165, 5.690)  0.084
C (0.841, -0.824, 4.940)  -0.924
C (0.699, -0.848, 3.533)  0.705
N (-0.437, -0.346, 2.914)  -0.376
C (-1.398, 0.137, 3.735)  0.670
O (-2.555, 0.450, 3.224)  -0.692
N (1.615, -1.370, 2.654)  -0.268
H (-3.196, 0.604, 5.838)  0.343
H (-2.279, 2.144, 5.566)  0.324
H (-1.832, 1.051, 6.907)  0.277
H (-0.121, -0.024, 6.774)  0.392
H (1.713, -1.282, 5.403)  0.348
H (2.451, -1.796, 3.091)  0.276
H (1.818, -0.734, 1.867)  -0.021

=====

3.
Density functional theory data (ωB97M-V with the def2-TZVPD basis set) for a cluster of 2 separate species, HNO2S in total at a distorted geometry.

The value obtained for the max |F| is 3.8 eV Å⁻¹. The value obtained for the total energy is -603.691024 Ha. For the orbital gap (alpha / beta), the calculation gives 0.27318 / 0.28486 Eh. The value obtained for the energy relative to the best compared isomer or geometry (same formula, charge and spin) is 7.3315 eV. The lowest unoccupied orbital energy (alpha / beta) is -2.10 / -1.78 eV. For the molar mass, the calculation gives 79.08 Da.

Last column: natural (NBO) charge in e.
CARTESIAN COORDINATES (ANGSTROEM)
N (-0.908, -0.143, -0.443)  -0.387
O (2.659, -0.624, -0.294)  -0.164
O (-0.172, 1.033, -0.200)  -0.477
S (0.190, -0.098, 0.841)  0.686
H (-1.769, -0.167, 0.095)  0.342

=====

4.
Density functional theory data (ωB97M-V with the def2-TZVPD basis set) for a cluster of 5 separate species, C16H41N2O9S6 in total at a distorted geometry.

The value obtained for the max |F| is 8.0 eV Å⁻¹. As for the charge: -1. The value obtained for the total energy is -3809.716399 Ha. For the orbital gap, the calculation gives 0.26468 Eh. The lowest unoccupied orbital energy is 1.44 eV. For the molar mass, the calculation gives 597.91 Da.

Last column: Mulliken charge in e.
CARTESIAN COORDINATES (ANGSTROEM)
C (7.854, -1.936, 2.682)  -0.821
C (6.854, -1.311, 1.496)  -0.414
S (6.107, 0.245, 2.223)  1.007
O (7.327, 1.149, 2.654)  -0.731
O (5.387, -0.141, 3.537)  -0.680
N (5.166, 1.207, 1.113)  -0.361
S (3.709, 0.401, 0.592)  0.933
O (3.512, 0.793, -0.924)  -0.742
O (3.760, -1.145, 0.627)  -0.646
C (2.137, 0.997, 1.462)  -0.256
C (2.080, 0.625, 3.057)  -0.250
C (0.580, 0.179, 3.599)  -0.796
C (-0.072, -1.096, 2.794)  -0.186
N (0.924, -2.229, 2.661)  -0.306
C (0.288, -3.457, 1.999)  0.298
C (-0.346, -3.266, 0.499)  -0.247
O (0.339, -4.596, 2.701)  -0.606
H (7.412, -1.773, 3.770)  0.256
H (8.931, -1.495, 2.561)  0.219
H (7.840, -3.112, 2.514)  0.294
H (7.506, -1.153, 0.537)  0.312
H (6.062, -2.181, 1.293)  0.249
H (2.128, 2.179, 1.310)  0.184
H (1.223, 0.559, 0.864)  0.170
H (2.370, 1.606, 3.650)  0.219
H (2.791, -0.296, 3.323)  0.229
H (-0.183, 1.065, 3.672)  0.277
H (0.755, -0.198, 4.718)  0.326
H (-1.009, -1.530, 3.393)  0.346
H (-0.453, -0.718, 1.754)  0.088
H (1.636, -1.906, 1.948)  0.240
H (0.149, -4.075, -0.209)  0.047
H (-1.510, -3.386, 0.597)  0.225
H (-0.059, -2.185, 0.081)  0.241
C (-0.877, -2.250, -4.532)  -0.909
S (-0.842, -3.256, -3.029)  0.475
O (-0.249, -2.414, -1.937)  -0.523
C (0.444, -4.394, -3.598)  -1.016
H (-1.596, -1.439, -4.390)  0.199
H (0.112, -1.827, -4.723)  0.341
H (-1.192, -2.866, -5.377)  0.370
H (1.352, -3.839, -3.846)  0.308
H (0.087, -4.940, -4.474)  0.371
H (0.662, -5.102, -2.794)  0.320
C (-5.461, -0.149, -1.800)  -0.833
S (-4.419, 0.389, -3.177)  0.513
O (-4.111, -0.820, -4.010)  -0.612
C (-2.956, 0.746, -2.175)  -0.848
H (-6.430, -0.461, -2.199)  0.238
H (-4.994, -0.991, -1.285)  0.349
H (-5.608, 0.682, -1.106)  0.331
H (-2.644, -0.152, -1.636)  0.163
H (-3.184, 1.547, -1.468)  0.394
H (-2.150, 1.069, -2.838)  0.344
C (-10.432, -0.442, -2.850)  -0.943
S (-9.429, 0.984, -3.333)  0.389
O (-7.989, 0.582, -3.218)  -0.503
C (-9.830, 1.991, -1.885)  -0.933
H (-10.306, -1.226, -3.601)  0.317
H (-10.106, -0.817, -1.878)  0.297
H (-11.484, -0.151, -2.807)  0.375
H (-9.541, 1.466, -0.972)  0.296
H (-10.902, 2.203, -1.872)  0.376
H (-9.278, 2.932, -1.952)  0.308
C (5.103, 4.768, 0.909)  -0.873
S (4.073, 4.815, 2.396)  0.515
O (2.842, 4.005, 2.117)  -0.610
C (3.621, 6.560, 2.253)  -1.026
H (5.471, 3.748, 0.773)  0.234
H (4.514, 5.059, 0.036)  0.300
H (5.953, 5.444, 1.031)  0.396
H (3.123, 6.741, 1.297)  0.290
H (4.519, 7.178, 2.331)  0.376
H (2.938, 6.811, 3.069)  0.325

=====

5.
Density functional theory data (ωB97M-V with the def2-TZVPD basis set) for a cluster of 7 separate species, C15H29B3Cl12INO5 in total at a distorted geometry.

The value obtained for the max |F| is 6.6 eV Å⁻¹. The value obtained for the total energy is -6914.742880 Ha. Its SMILES is CCOB1OB(I)OB(OC#N)O1.ClCCCl.ClCCCl.ClCCCl.ClCCCl.ClCCCl.ClCCCl. For the orbital gap, the calculation gives 0.35168 Eh. The value obtained for the energy relative to the best compared isomer or geometry (same formula, charge and spin) is 2.4934 eV. The lowest unoccupied orbital energy is -0.55 eV. For the molar mass, the calculation gives 888.18 Da.

Last column: natural (NBO) charge in e.
CARTESIAN COORDINATES (ANGSTROEM)
C (-9.006, -0.634, -2.912)  -0.652
C (-8.136, -1.930, -3.392)  -0.083
O (-8.134, -3.005, -2.410)  -0.721
B (-7.143, -2.769, -1.383)  1.357
O (-7.596, -2.714, -0.001)  -0.907
B (-7.019, -1.489, 0.550)  0.927
I (-8.391, -0.085, 1.510)  -0.006
O (-5.577, -1.228, 0.456)  -0.914
B (-5.234, -1.395, -0.938)  1.327
O (-4.379, -0.504, -1.708)  -0.631
C (-4.083, 0.574, -0.797)  0.495
N (-3.828, 1.714, -0.455)  -0.329
O (-5.734, -2.563, -1.632)  -0.905
H (-8.679, -0.245, -1.879)  0.206
H (-10.128, -0.922, -2.942)  0.228
H (-8.851, 0.201, -3.694)  0.223
H (-8.671, -2.353, -4.331)  0.202
H (-7.077, -1.583, -3.690)  0.184
Cl (-3.014, -5.352, 3.716)  -0.058
C (-3.015, -4.317, 2.266)  -0.390
C (-3.564, -5.036, 1.049)  -0.389
Cl (-2.479, -6.332, 0.488)  -0.056
H (-1.995, -3.966, 2.099)  0.230
H (-3.640, -3.451, 2.497)  0.223
H (-3.671, -4.333, 0.220)  0.217
H (-4.542, -5.477, 1.250)  0.223
Cl (-0.657, -1.349, 0.971)  -0.077
C (-0.838, 0.398, 0.666)  -0.388
C (0.483, 1.058, 0.313)  -0.400
Cl (1.599, 1.112, 1.700)  -0.060
H (-1.290, 0.850, 1.549)  0.231
H (-1.537, 0.503, -0.164)  0.225
H (0.312, 2.090, 0.007)  0.238
H (0.985, 0.539, -0.506)  0.223
Cl (-1.125, 3.306, 1.611)  -0.064
C (-1.306, 5.052, 1.307)  -0.385
C (0.013, 5.711, 0.955)  -0.391
Cl (1.130, 5.764, 2.341)  -0.053
H (-1.758, 5.505, 2.192)  0.226
H (-2.006, 5.157, 0.476)  0.226
H (-0.159, 6.745, 0.649)  0.224
H (0.516, 5.193, 0.135)  0.224
Cl (4.294, 2.941, -1.855)  -0.079
C (5.023, 1.815, -0.681)  -0.393
C (5.840, 2.535, 0.373)  -0.399
Cl (7.323, 3.262, -0.301)  -0.071
H (5.628, 1.094, -1.233)  0.234
H (4.199, 1.277, -0.206)  0.227
H (6.155, 1.830, 1.141)  0.240
H (5.264, 3.329, 0.855)  0.221
Cl (8.146, 0.782, 1.911)  -0.049
C (8.342, 1.077, 3.656)  -0.389
C (7.244, 0.421, 4.468)  -0.390
Cl (5.665, 1.198, 4.199)  -0.057
H (8.371, 2.156, 3.817)  0.226
H (9.312, 0.665, 3.941)  0.224
H (7.465, 0.510, 5.534)  0.223
H (7.145, -0.640, 4.228)  0.225
Cl (6.468, -1.474, -1.410)  -0.059
C (6.213, -1.992, -3.095)  -0.388
C (7.235, -1.389, -4.039)  -0.392
Cl (7.016, 0.369, -4.229)  -0.050
H (5.195, -1.726, -3.382)  0.225
H (6.296, -3.081, -3.107)  0.223
H (7.128, -1.830, -5.032)  0.223
H (8.255, -1.567, -3.694)  0.225

=====

6.
Density functional theory data (ωB97M-V with the def2-TZVPD basis set) for the molecule C4H3ClO at a distorted geometry.

The value obtained for the max |F| is 3.2 eV Å⁻¹. The value obtained for the total energy is -689.479264 Ha. Its SMILES is C=C(Cl)C1=CO1. For the orbital gap, the calculation gives 0.31136 Eh. The value obtained for the energy relative to the best compared isomer or geometry (same formula, charge and spin) is 3.9614 eV. The lowest unoccupied orbital energy is 0.31 eV. For the molar mass, the calculation gives 102.52 Da.

Last column: natural (NBO) charge in e.
CARTESIAN COORDINATES (ANGSTROEM)
C (0.321, 1.678, 0.071)  -0.366
C (0.729, 0.416, 0.014)  -0.107
Cl (2.350, -0.127, 0.007)  0.054
C (-0.325, -0.699, -0.097)  0.231
C (-0.745, -1.906, -0.070)  0.044
O (-1.748, -0.804, -0.004)  -0.539
H (1.004, 2.505, 0.144)  0.219
H (-0.734, 1.891, 0.053)  0.228
H (-0.851, -2.954, -0.118)  0.236